Entry from the OMol25 dataset: 11 unconnected molecules or ions with the total composition C99H209N11O11 at a distorted geometry (ωB97M-V with the def2-TZVPD basis set).

```
! wB97M-V def2-TZVPD RIJCOSX def2/J DEFGRID3
* xyz 0 1
C -5.48 -6.31 -3.57
C -5.22 -4.82 -3.37
C -5.19 -4.39 -1.89
C -3.86 -4.61 -1.14
C -2.77 -4.02 -1.92
C -2.68 -4.52 -3.38
N -4.00 -4.23 -4.03
O -3.96 -4.67 -5.39
C -1.68 -3.64 -4.04
C -2.27 -6.03 -3.42
C -6.38 -4.04 -4.05
H -5.57 -6.51 -4.58
H -6.41 -6.51 -3.08
H -4.78 -6.98 -3.16
H -5.35 -3.35 -1.89
H -6.02 -4.86 -1.34
H -3.70 -5.68 -0.89
H -3.95 -4.13 -0.16
H -1.73 -4.20 -1.46
H -2.84 -2.92 -1.90
H -0.68 -3.81 -3.70
H -1.76 -3.72 -5.14
H -2.04 -2.65 -3.85
H -2.24 -6.46 -4.42
H -1.22 -6.03 -3.08
H -2.90 -6.67 -2.82
H -6.64 -4.29 -5.06
H -6.20 -2.97 -3.99
H -7.29 -4.20 -3.47
H -4.14 -3.87 -5.97
C -7.87 1.80 -3.54
C -6.49 2.29 -3.73
C -6.08 3.35 -2.65
C -5.85 2.66 -1.27
C -4.84 1.56 -1.51
C -5.28 0.43 -2.43
N -5.50 1.19 -3.72
O -5.89 0.23 -4.67
C -4.05 -0.42 -2.71
C -6.45 -0.40 -1.91
C -6.36 3.06 -5.10
H -8.17 0.92 -4.07
H -8.62 2.49 -3.86
H -8.11 1.68 -2.53
H -5.20 3.86 -3.02
H -6.92 4.02 -2.56
H -6.82 2.32 -0.92
H -5.52 3.50 -0.64
H -4.66 0.98 -0.57
H -3.91 1.94 -1.89
H -4.31 -1.31 -3.33
H -3.29 0.20 -3.17
H -3.56 -0.73 -1.78
H -7.11 -0.87 -2.58
H -6.01 -1.22 -1.35
H -7.13 0.08 -1.19
H -6.64 2.44 -5.92
H -5.34 3.39 -5.40
H -7.05 3.96 -5.03
H -5.06 0.13 -5.15
C 3.59 -3.91 -1.31
C 3.13 -5.10 -0.50
C 2.04 -5.92 -1.20
C 2.64 -6.69 -2.35
C 3.78 -7.59 -1.91
C 4.90 -6.80 -1.22
N 4.26 -6.02 -0.15
O 5.26 -5.30 0.61
C 5.85 -7.85 -0.65
C 5.73 -5.96 -2.19
C 2.53 -4.61 0.83
H 3.44 -4.08 -2.36
H 4.59 -3.56 -1.15
H 3.06 -3.06 -0.96
H 1.75 -6.63 -0.40
H 1.17 -5.29 -1.42
H 2.94 -6.06 -3.17
H 1.83 -7.26 -2.82
H 4.30 -8.00 -2.77
H 3.58 -8.36 -1.11
H 5.51 -8.09 0.36
H 5.76 -8.77 -1.27
H 6.91 -7.47 -0.67
H 6.39 -5.25 -1.68
H 6.44 -6.63 -2.72
H 5.23 -5.35 -2.95
H 3.07 -3.71 1.16
H 2.61 -5.41 1.59
H 1.46 -4.22 0.67
H 5.79 -4.71 0.06
C -3.79 1.99 6.65
C -4.91 1.80 5.63
C -5.96 2.91 5.89
C -5.49 4.31 5.36
C -5.06 4.20 3.89
C -3.99 3.10 3.68
N -4.41 1.82 4.23
O -3.49 0.76 3.98
C -3.89 2.97 2.17
C -2.62 3.55 4.23
C -5.63 0.46 5.83
H -4.02 1.53 7.61
H -3.53 3.05 6.87
H -2.85 1.50 6.39
H -6.88 2.64 5.34
H -6.21 2.91 6.92
H -4.63 4.71 5.91
H -6.33 5.01 5.49
H -4.69 5.17 3.56
H -5.94 4.00 3.26
H -3.82 4.00 1.79
H -3.03 2.44 1.81
H -4.80 2.49 1.81
H -2.72 4.12 5.15
H -1.99 2.70 4.49
H -2.14 4.25 3.55
H -5.00 -0.37 5.66
H -6.54 0.38 5.20
H -5.93 0.48 6.89
H -3.98 0.38 3.21
C 6.37 -1.23 1.15
C 6.59 -0.02 0.22
C 8.09 0.09 -0.11
C 8.35 1.15 -1.15
C 7.70 0.66 -2.40
C 6.18 0.47 -2.28
N 5.91 -0.39 -1.10
O 4.51 -0.63 -0.99
C 5.37 1.82 -2.30
C 5.79 -0.34 -3.47
C 6.01 1.20 0.83
H 7.22 -1.36 1.84
H 6.37 -2.11 0.52
H 5.46 -1.10 1.74
H 8.54 0.20 0.90
H 8.35 -0.88 -0.50
H 9.43 1.30 -1.36
H 8.01 2.13 -0.80
H 8.16 -0.26 -2.74
H 7.73 1.42 -3.20
H 4.36 1.64 -1.95
H 5.87 2.57 -1.67
H 5.26 2.15 -3.33
H 6.03 0.19 -4.40
H 6.28 -1.33 -3.43
H 4.72 -0.60 -3.59
H 4.94 1.16 0.86
H 6.29 2.15 0.31
H 6.36 1.26 1.91
H 4.43 -1.53 -1.34
C -0.34 6.69 5.34
C 0.92 7.18 4.65
C 2.03 6.11 4.56
C 1.56 4.95 3.66
C 1.48 5.53 2.26
C 0.45 6.70 2.19
N 0.71 7.66 3.28
O -0.23 8.69 3.22
C 0.68 7.42 0.88
C -0.98 6.20 2.17
C 1.55 8.31 5.45
H -1.24 7.32 5.11
H -0.15 6.71 6.40
H -0.59 5.68 5.05
H 2.92 6.64 4.16
H 2.29 5.70 5.56
H 0.62 4.57 4.03
H 2.30 4.20 3.68
H 1.32 4.80 1.45
H 2.53 5.91 2.12
H 0.55 6.65 0.12
H -0.05 8.18 0.70
H 1.69 7.91 0.84
H -1.10 5.76 1.19
H -1.16 5.44 2.94
H -1.69 7.05 2.25
H 0.92 9.18 5.44
H 2.47 8.63 4.90
H 1.73 8.03 6.49
H 0.32 9.50 3.09
C 0.63 -1.67 0.00
C -0.03 -0.43 -0.59
C -1.21 -0.03 0.31
C -0.77 0.68 1.56
C 0.21 1.82 1.23
C 1.43 1.43 0.42
N 0.86 0.73 -0.79
O 1.87 0.48 -1.67
C 2.17 2.74 0.02
C 2.39 0.53 1.18
C -0.62 -0.63 -1.99
H 0.65 -1.72 1.11
H 1.64 -1.90 -0.40
H 0.01 -2.47 -0.40
H -1.89 0.50 -0.35
H -1.82 -0.94 0.51
H -0.18 0.02 2.26
H -1.60 0.98 2.26
H 0.55 2.42 2.08
H -0.33 2.52 0.60
H 2.53 3.12 0.98
H 3.02 2.54 -0.62
H 1.43 3.39 -0.43
H 3.03 1.15 1.84
H 1.88 -0.10 1.94
H 2.99 -0.01 0.46
H 0.11 -0.84 -2.79
H -1.21 0.26 -2.23
H -1.30 -1.49 -2.00
H 2.57 -0.12 -1.45
C 4.26 0.83 8.15
C 3.62 0.67 6.81
C 4.28 -0.50 6.14
C 3.44 -0.92 4.86
C 2.02 -1.30 5.35
C 1.29 -0.15 6.08
N 2.19 0.30 7.18
O 1.65 1.36 7.95
C 0.72 0.86 5.07
C 0.11 -0.76 6.87
C 3.62 1.99 6.05
H 3.91 0.03 8.77
H 4.16 1.76 8.66
H 5.33 0.79 8.05
H 5.32 -0.31 5.87
H 4.30 -1.34 6.82
H 3.95 -1.71 4.39
H 3.40 -0.12 4.10
H 2.16 -2.07 6.06
H 1.36 -1.60 4.52
H 0.18 1.70 5.48
H 1.45 1.28 4.39
H -0.03 0.46 4.36
H -0.37 0.06 7.43
H -0.59 -1.29 6.25
H 0.45 -1.53 7.54
H 3.24 1.93 5.04
H 4.64 2.46 5.99
H 3.04 2.75 6.57
H 1.29 0.95 8.74
C -1.55 -5.32 1.54
C -1.27 -5.46 3.06
C -0.61 -4.22 3.73
C -1.58 -3.07 3.74
C -2.74 -3.43 4.63
C -3.57 -4.62 4.05
N -2.55 -5.70 3.82
O -3.30 -6.79 3.19
C -4.57 -5.11 5.09
C -4.39 -4.13 2.82
C -0.43 -6.67 3.36
H -2.41 -5.90 1.19
H -0.77 -5.80 1.00
H -1.75 -4.31 1.17
H -0.36 -4.50 4.75
H 0.33 -4.07 3.17
H -1.83 -2.84 2.71
H -1.14 -2.18 4.23
H -3.50 -2.73 4.90
H -2.24 -3.82 5.51
H -4.09 -5.77 5.82
H -5.04 -4.21 5.55
H -5.42 -5.66 4.71
H -4.66 -4.99 2.19
H -5.28 -3.63 3.13
H -3.81 -3.47 2.16
H -0.74 -7.53 2.75
H -0.54 -6.92 4.41
H 0.65 -6.48 3.21
H -3.14 -7.50 3.85
C 3.00 -0.77 -8.84
C 3.74 -0.78 -7.48
C 3.81 0.60 -6.90
C 2.47 1.02 -6.31
C 2.16 0.18 -5.14
C 1.99 -1.31 -5.55
N 3.24 -1.64 -6.36
O 3.13 -2.97 -6.84
C 2.12 -2.21 -4.30
C 0.65 -1.60 -6.21
C 5.17 -1.27 -7.70
H 1.98 -0.35 -8.83
H 2.99 -1.78 -9.24
H 3.51 -0.18 -9.57
H 4.52 0.58 -6.06
H 4.22 1.29 -7.68
H 1.69 1.01 -7.11
H 2.49 2.07 -6.02
H 1.23 0.34 -4.61
H 3.01 0.30 -4.45
H 1.63 -3.13 -4.42
H 3.17 -2.31 -4.05
H 1.60 -1.84 -3.38
H 0.40 -1.00 -7.08
H 0.52 -2.59 -6.47
H -0.17 -1.42 -5.51
H 5.70 -0.67 -8.40
H 5.11 -2.35 -7.96
H 5.67 -1.08 -6.71
H 2.67 -2.97 -7.74
C 0.60 4.20 -5.22
C 0.93 4.58 -3.84
C 0.90 6.07 -3.56
C -0.67 6.64 -3.75
C -1.49 5.90 -2.58
C -1.34 4.33 -2.65
N 0.08 3.95 -2.77
O 0.10 2.55 -3.10
C -1.82 3.65 -1.31
C -2.32 3.83 -3.74
C 2.35 4.02 -3.47
H -0.44 4.54 -5.49
H 0.73 3.18 -5.39
H 1.25 4.76 -6.01
H 1.07 6.23 -2.49
H 1.66 6.70 -4.03
H -1.12 6.39 -4.74
H -0.66 7.73 -3.69
H -2.62 6.01 -2.55
H -1.18 6.27 -1.59
H -1.55 2.64 -1.04
H -1.38 4.23 -0.48
H -2.88 3.75 -1.16
H -2.35 4.61 -4.49
H -1.91 2.93 -4.19
H -3.28 3.64 -3.31
H 2.39 2.92 -3.57
H 2.38 4.23 -2.41
H 3.23 4.43 -3.93
H 0.43 2.08 -2.29
*
```

Output
LUMO level   0.45 eV
Frontier orbital gap   8.7962 eV
SMILES   CC1(C)CCCC(C)(C)N1O.CC1(C)CCCC(C)(C)N1O.CC1(C)CCCC(C)(C)N1O.CC1(C)CCCC(C)(C)N1O.CC1(C)CCCC(C)(C)N1O.CC1(C)CCCC(C)(C)N1O.CC1(C)CCCC(C)(C)N1O.CC1(C)CCCC(C)(C)N1O.CC1(C)CCCC(C)(C)N1O.CC1(C)CCCC(C)(C)N1O.CC1(C)CCCC(C)(C)N1O
HOMO level   -8.35 eV
DFT total energy   -5326.89093 a.u.
Relative energy (zero: lowest compared OMol25 entry of this formula, charge and spin)   68.4 kJ/mol